The following is a DFT calculation (ωB97M-V with the def2-TZVPD basis set) of a cluster of 6 separate species, C46H63F6N2O18 in total in a non-equilibrium geometry.

XYZ file:
```
135
Properties=species:S:1:pos:R:3:lowdin_charge:R:1
C 3.508 -2.002 -5.995 -0.56
H -2.447 1.368 3.815 0.11
H 1.381 -2.727 -4.331 0.11
H -4.667 -4.093 2.976 0.12
H -0.497 0.914 0.116 0.14
F -4.452 1.313 0.356 0.16
H 2.249 3.578 2.634 0.12
C -2.865 -5.313 2.647 -0.25
C -1.937 -5.813 3.773 -0.11
C 2.595 5.540 -2.744 -0.56
H -1.136 1.974 2.773 0.08
C -0.465 0.989 -8.476 -0.10
C 1.352 3.679 -2.992 -0.13
H 2.251 -2.223 0.020 0.09
H -1.027 -5.201 3.843 0.07
C -2.818 -0.326 0.422 -0.21
H -3.579 -6.101 2.378 0.11
O 0.360 4.890 -8.547 0.04
C 2.369 2.860 6.053 -0.11
H 1.517 3.034 8.075 0.10
F -2.481 2.077 0.795 0.15
H -3.449 -6.134 -0.521 0.11
N 2.510 1.769 5.265 -0.15
C -2.199 -0.994 5.070 -0.05
C 1.910 6.492 -9.087 -0.11
H 3.324 0.922 3.577 0.12
C 1.417 -2.021 -5.162 -0.13
O -1.461 1.974 -6.657 0.08
H -3.425 0.306 2.314 0.16
O 1.088 6.187 -10.218 0.07
H -2.560 1.556 -8.383 0.14
F -3.577 2.783 -1.543 0.18
H -0.031 1.229 -9.444 0.14
C 1.950 2.605 3.039 -0.14
H 3.136 2.545 -3.505 0.13
C -0.316 -0.127 0.395 -0.17
C -1.206 -1.230 3.897 -0.15
H -0.222 -1.063 4.364 0.11
H 1.737 5.554 -7.131 0.13
C -3.594 -5.198 -1.061 -0.09
O -0.758 -2.538 -2.994 0.15
H 1.081 2.817 3.679 0.11
F -1.721 1.741 -1.781 0.17
H 1.040 3.604 -4.031 0.11
H -1.444 2.929 -8.486 0.12
C 2.061 0.651 5.872 -0.13
C -4.036 -2.878 -2.388 -0.03
C 4.803 -1.614 10.021 -0.11
C -3.010 1.566 -1.438 -0.53
H 1.827 -0.054 -0.096 0.10
H 0.588 -2.658 0.335 0.07
C 0.118 5.338 -9.808 -0.57
O -3.500 -1.638 2.438 -0.06
C 2.094 -0.729 -4.789 -0.12
H -2.223 -5.185 1.760 0.08
O 1.334 5.053 -2.597 0.06
O 3.499 -2.015 9.594 0.07
C -1.615 -2.227 -2.195 -0.34
H 1.564 7.427 -8.642 0.14
F -3.644 0.773 -2.284 0.21
H 6.150 -0.344 8.877 0.13
O 2.888 6.685 -2.663 0.17
C 0.918 -0.566 -0.433 -0.14
H -4.199 -1.948 -2.934 0.13
H -0.773 -0.058 -8.477 0.14
H -2.388 -1.912 5.630 0.09
C 3.055 1.931 3.904 -0.09
O 4.332 -0.754 7.949 0.05
H -1.821 -0.207 5.730 0.08
H -2.441 -5.947 4.735 0.08
C -5.104 -3.716 -2.163 -0.05
C -3.137 1.151 0.058 -0.34
H -5.724 -5.540 -1.260 0.12
H 1.906 -0.361 2.117 0.14
C 1.683 5.301 -8.187 -0.12
H 4.735 0.505 9.528 0.14
C -1.581 1.924 -8.087 -0.10
O 2.273 -2.545 -6.178 0.07
H 0.544 2.245 1.487 0.11
C 1.067 0.283 2.414 -0.10
H -6.087 -3.414 -2.511 0.12
C -3.583 -3.969 2.995 -0.13
O -0.824 5.019 -10.457 0.17
C -0.191 1.656 -6.347 -0.56
H 1.770 0.106 -5.404 0.10
H -1.383 -1.952 0.162 0.14
O -1.496 -0.970 -1.601 0.04
C 5.094 -0.440 9.117 -0.11
H -1.585 -6.811 3.471 0.08
H 0.814 -0.246 -1.473 0.12
H -1.192 -2.281 3.578 0.10
C -1.542 -0.921 -0.192 -0.17
H 2.152 1.719 1.100 0.11
C -1.459 1.147 3.412 0.01
C -3.106 -2.921 1.959 -0.20
O 4.487 -2.352 -6.564 0.17
H 0.064 -1.381 1.897 0.16
O 3.470 -1.004 -5.069 0.06
C 1.798 2.424 7.225 -0.08
C -2.789 -0.530 1.990 -0.17
C 2.799 3.297 -2.794 -0.12
C 1.228 -2.089 -0.358 -0.05
H -3.188 -3.660 3.970 0.10
H 3.907 2.610 3.982 0.13
O 2.421 -1.903 7.621 0.14
O 0.287 1.767 -5.256 0.12
H 1.092 0.310 3.505 0.09
H 1.154 0.363 7.850 0.10
H 2.052 -0.346 5.449 0.12
H -3.622 -3.171 1.023 0.12
O 0.484 1.194 -7.421 0.06
H -0.763 1.130 4.261 0.09
O 3.477 4.534 -3.000 0.06
C -1.413 -0.243 2.692 -0.28
C 1.401 1.697 1.902 -0.17
C 1.605 1.014 7.113 -0.09
H 2.950 6.605 -9.383 0.14
C -2.761 -3.169 -1.948 -0.16
N -0.161 -0.379 1.845 0.04
C 3.331 -1.586 8.321 -0.57
H -1.526 -4.638 -0.940 0.13
H 4.801 -1.346 11.074 0.14
H -3.162 -0.618 4.704 0.08
H 2.376 4.483 -8.392 0.13
H 3.007 2.945 -1.779 0.12
H 5.495 -2.444 9.867 0.14
H 2.644 3.874 5.795 0.13
H 1.955 -0.471 -3.740 0.12
C -2.519 -4.361 -1.287 -0.03
C -4.872 -4.896 -1.462 -0.06
H 0.673 3.091 -2.377 0.12
H 1.227 -2.581 -1.336 0.08
H 0.409 -1.873 -5.542 0.13
F -3.871 -1.012 -0.140 0.10
H -2.017 -3.070 1.875 0.11
```

Computed properties:
E_HOMO   -10.6 eV
Net charge   +1
Gap between HOMO and LUMO   8.176 eV
2S+1   1
LUMO level   -2.42 eV